1.
{"formula": "C5H10O", "method": "the ωB97M-V functional and the def2-TZVPD basis", "de_lowest_kcal_mol": 85.6, "smiles": "C1[C@H]2C[C@@H]12.CO", "spin_multiplicity": 1, "gap_ha": 0.3848, "species": ["O", "C", "C", "C", "C", "C", "H", "H", "H", "H", "H", "H", "H", "H", "H", "H"], "xyz": [[-0.742, 1.228, 1.140], [-1.169, 2.223, 0.254], [-0.437, -1.013, -0.778], [0.850, -1.676, -0.636], [0.939, -0.301, -0.189], [1.219, -1.393, 0.777], [1.650, 0.504, -0.442], [-1.268, -1.447, -0.187], [1.394, -2.172, -1.395], [0.507, -1.571, 1.577], [-0.408, 3.005, 0.153], [2.264, -1.575, 1.019], [-1.393, 1.839, -0.756], [-2.076, 2.676, 0.660], [-0.542, 0.457, 0.591], [-0.789, -0.783, -1.788]], "nbo_charge": [-0.76, -0.25, -0.41, -0.26, -0.24, -0.40, 0.25, 0.22, 0.22, 0.20, 0.16, 0.22, 0.16, 0.17, 0.49, 0.22]}


2.
{"formula": "C5H10O", "method": "the ωB97M-V functional and the def2-TZVPD basis", "de_lowest_kcal_mol": 23.1, "smiles": "CCC1(O)CC1", "spin_multiplicity": 1, "gap_ha": 0.4015, "species": ["O", "C", "C", "C", "C", "C", "H", "H", "H", "H", "H", "H", "H", "H", "H", "H"], "xyz": [[-0.393, -1.150, 1.268], [-1.253, 0.979, 0.520], [2.072, 0.165, 0.068], [-0.454, -0.243, 0.196], [-1.788, -0.036, -0.463], [0.792, -0.218, -0.669], [0.908, -1.224, -1.099], [0.627, 0.458, -1.518], [2.228, -0.485, 0.934], [2.940, 0.068, -0.594], [-0.651, -2.018, 0.939], [2.034, 1.201, 0.422], [-1.705, 0.967, 1.508], [-2.624, -0.658, -0.158], [-0.950, 1.958, 0.162], [-1.783, 0.235, -1.516]], "nbo_charge": [-0.71, -0.43, -0.61, 0.23, -0.45, -0.41, 0.20, 0.20, 0.22, 0.21, 0.47, 0.20, 0.23, 0.22, 0.21, 0.21]}


3.
{"formula": "C5H10O", "method": "the ωB97M-V functional and the def2-TZVPD basis", "de_lowest_kcal_mol": 83.0, "spin_multiplicity": 1, "gap_ha": [0.2922, 0.2894], "species": ["O", "C", "C", "C", "C", "C", "H", "H", "H", "H", "H", "H", "H", "H", "H", "H"], "xyz": [[1.277, 0.026, 0.374], [-2.250, -0.262, 1.381], [2.014, 0.458, -0.630], [-0.031, 0.197, 0.332], [1.432, 0.505, -1.991], [-0.923, -0.845, 0.901], [-2.960, -1.052, 1.644], [-2.102, 0.382, 2.253], [-0.392, 1.006, -0.293], [-2.708, 0.343, 0.589], [2.206, 0.273, -2.732], [0.643, -0.274, -2.026], [-0.403, -1.378, 1.706], [0.940, 1.435, -2.312], [3.068, 0.511, -0.405], [-1.136, -1.606, 0.130]], "nbo_charge": [-0.40, -0.60, 0.08, 0.08, -0.70, -0.47, 0.21, 0.21, 0.16, 0.20, 0.22, 0.22, 0.22, 0.21, 0.17, 0.20]}


4.
{"formula": "C5H10O", "method": "the ωB97M-V functional and the def2-TZVPD basis", "de_lowest_kcal_mol": 46.1, "smiles": "C=CC(=C)C.O", "spin_multiplicity": 1, "gap_ha": 0.3754, "species": ["O", "C", "C", "C", "C", "C", "H", "H", "H", "H", "H", "H", "H", "H", "H", "H"], "xyz": [[-1.132, -2.472, 0.714], [-1.420, 0.471, -1.175], [-0.121, 0.248, -1.076], [0.638, 0.703, 0.142], [0.111, 0.716, 1.349], [2.087, 0.935, -0.148], [0.439, -0.390, -1.769], [2.654, 0.202, -0.621], [-0.842, 0.371, 1.660], [-1.639, -2.306, -0.092], [2.052, 1.803, -0.921], [-2.189, 0.096, -1.941], [-0.622, -1.684, 0.912], [-1.851, 1.151, -0.447], [2.604, 1.391, 0.672], [0.684, 0.711, 2.283]], "nbo_charge": [-0.95, -0.38, -0.23, -0.01, -0.42, -0.64, 0.21, 0.22, 0.20, 0.47, 0.21, 0.21, 0.48, 0.20, 0.22, 0.20]}


5.
{"formula": "C5H10O", "method": "the ωB97M-V functional and the def2-TZVPD basis", "de_lowest_kcal_mol": 70.3, "smiles": "C=CCCCO", "spin_multiplicity": 1, "gap_ha": 0.3420, "species": ["O", "C", "C", "C", "C", "C", "H", "H", "H", "H", "H", "H", "H", "H", "H", "H"], "xyz": [[-1.217, -0.496, 1.842], [0.434, 2.112, -1.418], [-1.004, -1.346, 0.683], [0.054, 1.200, -0.516], [1.074, 0.165, -0.005], [0.409, -1.248, 0.133], [1.320, 0.354, 1.043], [-0.816, 1.201, 0.148], [-1.726, -1.095, -0.105], [0.395, -1.888, -0.785], [-1.242, -2.327, 1.081], [1.398, 2.638, -1.436], [-2.045, -0.027, 1.659], [1.905, 0.202, -0.698], [1.129, -1.826, 0.730], [-0.068, 2.380, -2.355]], "nbo_charge": [-0.74, -0.42, -0.08, -0.17, -0.44, -0.42, 0.22, 0.21, 0.17, 0.21, 0.18, 0.19, 0.47, 0.22, 0.21, 0.20]}


6.
{"formula": "C5H10O", "method": "the ωB97M-V functional and the def2-TZVPD basis", "de_lowest_kcal_mol": 32.4, "smiles": "C[C@@H](O)C1CC1", "spin_multiplicity": 1, "gap_ha": 0.4156, "species": ["O", "C", "C", "C", "C", "C", "H", "H", "H", "H", "H", "H", "H", "H", "H", "H"], "xyz": [[1.006, -0.671, -1.104], [1.941, 0.372, 0.808], [0.640, 0.157, 0.033], [-0.438, -0.591, 0.787], [-1.638, -0.997, -0.008], [-1.784, 0.035, 1.067], [-2.048, -1.989, 0.150], [2.316, 1.398, 0.797], [-1.644, -0.667, -1.043], [2.576, -0.269, 0.192], [-2.293, -0.255, 1.984], [1.523, -0.148, -1.734], [0.225, 1.107, -0.336], [1.936, 0.007, 1.842], [-1.949, 1.068, 0.771], [-0.070, -1.296, 1.532]], "nbo_charge": [-0.74, -0.65, 0.09, -0.25, -0.41, -0.41, 0.22, 0.21, 0.22, 0.23, 0.22, 0.46, 0.16, 0.21, 0.21, 0.21]}